187
Properties=species:S:1:pos:R:3:forces:R:3 method="wB97M-V/def2-TZVPD" de_lowest_kj_mol=412.5 smiles=COC[C@H](C)N.COC[C@H](C)N.COC[C@H](C)N.COC[C@H](C)N.COC[C@H](C)N.COC[C@H](C)N.COC[C@H](C)N.COC[C@H](C)N.COC[C@H](C)N.COC[C@H](C)N.COC[C@H](C)N homo_energy_ev=-8.5 homo_lumo_gap_ev=8.963 charge=0 energy_ha=-3178.63116
C 3.1290 -1.0582 5.2844 0.24 -0.10 -1.23
O 3.8328 -2.1471 4.7071 0.33 -0.34 0.57
C 3.0277 -3.0728 4.0200 -0.13 0.13 -0.20
C 2.8887 -2.7697 2.5181 0.33 -1.42 -0.48
C 1.9473 -3.7784 1.8935 -0.59 -0.03 0.23
N 4.1266 -2.8919 1.6984 0.55 0.87 1.58
H 2.2509 -1.3589 5.8605 0.16 -0.17 0.23
H 2.7842 -0.4436 4.4450 -0.15 0.44 0.30
H 3.8641 -0.5192 5.8757 -0.24 0.12 0.16
H 3.4576 -4.0715 4.1412 0.25 0.05 -0.05
H 2.0559 -3.1191 4.5260 -0.24 0.05 -0.30
H 2.5064 -1.7577 2.3630 0.01 0.06 0.09
H 2.3946 -4.7743 1.8383 0.23 0.05 0.05
H 1.7336 -3.4623 0.8738 -0.30 -0.11 0.04
H 1.0357 -3.9029 2.4845 -0.14 0.22 -0.27
H 4.8226 -2.3190 2.1905 -0.21 0.11 -0.75
H 4.5742 -3.8038 1.7677 -0.67 -0.36 -0.01
C 2.8252 4.8640 -1.0235 0.85 0.04 -0.15
O 2.4509 6.1172 -1.5390 -1.74 0.21 -0.06
C 3.1727 7.2559 -1.1398 1.22 -0.59 0.22
C 3.2054 7.5128 0.3613 -1.19 1.17 0.05
C 1.7889 7.9170 0.8572 0.15 -0.51 0.05
N 4.1586 8.5951 0.6462 0.31 -0.66 -0.31
H 3.6625 4.4960 -1.6297 0.20 -0.18 0.25
H 2.0330 4.1222 -1.1105 -0.29 0.34 -0.17
H 3.1238 4.9062 0.0255 0.03 -0.06 -0.02
H 4.1969 7.1189 -1.5104 0.16 0.37 0.11
H 2.7406 8.1452 -1.6012 -0.15 -0.23 -0.33
H 3.4988 6.6132 0.8996 0.23 0.10 -0.02
H 0.9925 7.3989 0.3200 0.12 -0.49 0.31
H 1.5056 8.9652 0.7311 0.62 0.19 -0.12
H 1.7791 7.7013 1.9259 -0.55 -0.02 0.02
H 3.7274 9.4737 0.3919 0.08 0.12 0.16
H 4.3810 8.6101 1.6317 -0.05 0.18 0.02
C -1.2341 -5.6417 1.4688 -0.77 -1.24 1.24
O -1.2512 -5.2897 0.1026 0.69 -0.57 1.07
C -0.1276 -5.8636 -0.5483 0.36 0.59 -1.81
C 0.0798 -7.3843 -0.4404 0.92 0.61 0.21
C 1.3512 -7.7782 -1.1939 -0.95 -1.50 -0.21
N -1.0690 -8.1364 -0.9109 -0.66 0.40 0.22
H -1.4748 -6.6998 1.6563 -0.17 -0.19 -0.59
H -2.0164 -5.1624 2.0578 0.08 0.73 -0.46
H -0.2982 -5.5919 2.0343 0.33 0.81 -0.59
H -0.2762 -5.6037 -1.6072 -0.50 -0.56 -0.14
H 0.7929 -5.2676 -0.4640 0.08 -0.22 1.28
H 0.2262 -7.7143 0.5921 0.00 0.33 0.10
H 1.4465 -8.8649 -1.0934 0.05 0.01 0.33
H 2.2826 -7.3649 -0.8182 -0.11 0.51 -0.36
H 1.1408 -7.7260 -2.2659 0.58 0.80 -0.09
H -1.3595 -7.7873 -1.8232 0.25 -0.10 -0.12
H -1.8137 -7.7886 -0.3062 -0.27 -0.48 -0.13
C -4.0802 -3.7023 -2.3093 -0.11 -0.13 -0.62
O -5.3613 -3.4541 -2.8808 0.39 -0.28 0.32
C -5.9107 -4.5842 -3.5537 -0.19 0.85 0.53
C -7.0532 -4.0648 -4.4077 -0.19 -1.33 -1.34
C -7.7290 -5.2518 -5.0664 -0.65 -0.51 -0.19
N -6.5670 -3.1535 -5.4714 0.25 -0.02 1.60
H -3.8742 -2.9879 -1.5192 -0.12 0.18 -0.14
H -3.3344 -3.6050 -3.1013 0.25 0.00 0.11
H -3.9905 -4.7045 -1.8814 -0.18 -0.08 0.05
H -5.1786 -5.1354 -4.1525 0.16 0.38 -0.29
H -6.2540 -5.3020 -2.8006 -0.30 0.01 0.01
H -7.8472 -3.5699 -3.8382 0.39 -0.05 0.60
H -8.6421 -4.9018 -5.5554 -0.17 -0.20 0.21
H -7.9604 -6.0146 -4.3178 -0.36 0.11 -0.03
H -7.1926 -5.7807 -5.8568 0.57 0.39 0.12
H -6.1879 -2.4290 -4.8565 0.21 0.48 -0.88
H -7.3989 -2.7706 -5.9090 0.13 0.18 -0.11
C -1.2326 -2.1348 0.1881 -0.27 0.00 -0.80
O -0.4664 -1.6633 -0.9127 0.65 0.09 0.39
C 0.5403 -0.7417 -0.4936 -1.09 0.53 0.25
C 0.0338 0.5372 0.2211 -0.35 0.06 0.08
C -1.0506 1.3311 -0.4976 -0.82 -0.41 -0.59
N 1.1764 1.4266 0.4669 -1.27 -0.13 0.09
H -1.7939 -1.2876 0.5805 -0.23 -0.33 0.40
H -0.6544 -2.6516 0.9615 0.29 0.36 0.05
H -1.8870 -2.9021 -0.2181 -0.19 0.19 0.07
H 1.1865 -1.2029 0.2622 0.40 -0.27 -0.35
H 1.0778 -0.4298 -1.3842 0.28 -0.33 0.06
H -0.4342 0.2083 1.1546 0.33 0.17 0.29
H -1.2340 2.3233 -0.0824 0.28 -0.08 0.34
H -2.0030 0.7950 -0.4430 -0.01 -0.03 0.09
H -0.9177 1.4852 -1.5733 0.53 -0.12 0.02
H 1.9781 0.8828 0.7649 0.43 0.20 -0.50
H 1.2809 1.8311 -0.4593 1.13 0.16 0.16
C 6.1911 1.2017 -3.9268 1.00 -0.76 -0.07
O 4.8120 0.9480 -4.0771 -0.21 0.93 0.14
C 4.0642 2.1730 -4.1549 0.26 -0.52 -1.21
C 2.5908 1.9348 -4.1997 -1.83 0.76 1.13
C 1.8982 3.2783 -4.5241 0.61 0.31 -0.48
N 2.1396 1.5066 -2.8471 0.94 -0.30 -0.05
H 6.5229 1.0782 -2.8918 -0.19 0.13 0.13
H 6.5789 2.1568 -4.2899 -0.65 0.29 0.00
H 6.7481 0.4687 -4.5158 -0.17 -0.20 0.04
H 4.2919 2.8442 -3.3225 0.11 0.00 0.03
H 4.3093 2.6365 -5.1169 0.34 0.33 0.19
H 2.2613 1.1946 -4.9331 0.49 0.02 -0.27
H 0.8252 3.2670 -4.3458 -0.01 -0.28 -0.16
H 2.1270 3.5805 -5.5511 -0.38 -0.24 -0.18
H 2.2826 4.1319 -3.9574 0.13 -0.34 0.48
H 2.9795 1.0659 -2.4749 -0.25 -0.07 0.58
H 1.5160 0.7077 -2.8871 -0.25 0.18 -0.33
C -0.5114 0.8533 4.5159 0.12 -0.29 0.04
O -1.7126 1.5930 4.5203 -0.19 0.00 1.06
C -2.2930 1.8144 3.2588 0.74 -0.55 -1.05
C -3.6396 2.5391 3.3494 0.12 2.32 0.01
C -4.2888 2.9177 2.0275 -0.33 -2.86 -0.46
N -3.4497 3.8894 3.9913 -0.20 -1.86 0.44
H -0.6785 -0.2171 4.3621 -0.24 -0.06 -0.45
H -0.0210 0.8839 5.4887 -0.32 0.49 0.20
H 0.2214 1.2166 3.7911 -0.13 0.11 -0.27
H -1.5450 2.3855 2.6850 -0.40 0.46 -0.21
H -2.3190 0.8650 2.7019 -0.56 -0.16 0.11
H -4.3521 2.0439 4.0111 0.13 -0.47 -0.23
H -5.2993 3.2833 2.1889 0.33 0.80 0.08
H -4.5020 1.9711 1.5063 0.21 0.06 -0.35
H -3.6358 3.4825 1.3664 -0.19 0.43 0.20
H -2.7829 4.3681 3.3927 0.38 0.21 0.55
H -3.0399 3.5387 4.8554 0.61 1.35 0.22
C 1.2443 -2.7459 -6.3116 0.60 -0.59 -1.56
O 2.2130 -3.0100 -5.3221 -0.44 0.40 -0.02
C 2.1513 -2.1385 -4.2317 -1.20 0.22 1.09
C 3.0846 -2.5985 -3.1305 -0.05 0.75 1.01
C 2.3790 -3.4952 -2.0982 -0.45 -0.79 -1.44
N 3.6021 -1.3703 -2.4504 0.50 -0.89 -1.33
H 1.3628 -1.7986 -6.8499 0.32 0.31 0.46
H 0.1770 -2.8235 -6.0900 0.13 -0.20 0.87
H 1.4838 -3.5011 -7.0637 -0.37 -0.03 -0.10
H 2.3373 -1.0819 -4.4668 0.27 -0.13 -0.47
H 1.1453 -2.1676 -3.7858 -0.17 0.17 -0.30
H 3.8666 -3.1292 -3.6857 0.24 -0.19 0.49
H 2.7651 -3.5145 -1.0820 0.58 -0.08 -0.21
H 2.3954 -4.4645 -2.6104 0.16 -0.43 0.75
H 1.3041 -3.3128 -2.0130 0.08 0.64 0.01
H 4.0702 -0.9023 -3.2284 0.02 0.63 0.40
H 4.3796 -1.6574 -1.8589 -0.04 -0.29 -0.01
C -7.8423 -3.6768 4.1803 -0.91 0.60 0.75
O -7.2098 -2.7394 3.3255 -0.07 -1.40 0.16
C -6.0866 -3.3128 2.6715 0.04 1.92 -0.19
C -5.4739 -2.1994 1.8259 1.52 -2.06 -1.82
C -6.2490 -1.6966 0.6188 -2.60 0.69 1.25
N -4.2253 -2.8124 1.2024 -0.08 1.91 1.98
H -8.6121 -3.1257 4.7238 -0.11 0.09 -0.20
H -7.2371 -4.0979 4.9889 0.67 0.06 -0.34
H -8.3541 -4.5047 3.6851 0.23 0.01 -0.46
H -5.3278 -3.5369 3.4268 0.00 -0.58 -0.06
H -6.3140 -4.1496 2.0044 -0.29 -0.25 0.32
H -5.2801 -1.3375 2.4682 0.44 -0.22 0.08
H -6.0595 -0.6309 0.4799 0.07 -0.06 -0.22
H -7.2966 -1.7736 0.9558 -0.09 0.47 -0.35
H -6.2525 -2.2011 -0.3453 0.70 -0.44 0.19
H -4.1843 -2.2823 0.3553 0.79 -0.74 -0.63
H -4.1982 -3.8143 1.1147 -0.37 0.00 -0.35
C -0.8680 5.1674 1.1101 -0.62 1.34 -2.33
O -1.0973 6.2811 1.9319 -0.16 -0.14 2.39
C -1.8411 7.3908 1.4247 0.91 -0.31 -0.97
C -1.9844 8.5362 2.4403 0.17 -0.42 0.53
C -3.1630 8.3087 3.3858 -0.11 -0.42 -0.79
N -1.9994 9.8518 1.8041 0.28 0.43 -0.06
H -1.8084 4.7710 0.7073 -0.13 -0.30 0.34
H -0.2355 4.3604 1.4705 -0.08 0.34 0.87
H -0.3784 5.5648 0.2076 0.27 -0.33 -0.16
H -1.2229 7.7668 0.6044 -0.37 0.29 -0.33
H -2.8110 7.0634 1.0395 -0.13 -0.06 -0.03
H -1.0427 8.5035 2.9945 -0.01 0.04 0.13
H -4.0271 8.1423 2.7342 -0.18 -0.16 0.21
H -3.4272 9.1645 4.0047 0.40 -0.02 0.21
H -2.9823 7.4042 3.9669 -0.24 0.08 0.19
H -2.8848 10.1583 1.4151 -0.20 -0.59 -0.09
H -1.8345 10.5253 2.5442 0.21 0.06 -0.10
C 6.3899 -0.9888 3.4615 1.08 -1.59 -0.13
O 6.1368 -0.9174 2.0634 -0.54 1.87 0.88
C 5.9631 0.4682 1.7448 -0.88 -0.63 -2.48
C 5.3993 0.5802 0.2962 -0.04 -0.10 0.43
C 5.1528 2.0270 -0.0496 1.34 1.03 0.32
N 4.1230 -0.1319 0.2135 0.14 -0.67 0.30
H 6.2662 -2.0537 3.6680 0.30 0.09 0.46
H 5.7424 -0.4685 4.1654 -0.38 0.40 -0.57
H 7.4299 -0.6932 3.6400 -0.06 0.01 0.19
H 5.1556 0.9181 2.3270 0.50 0.15 0.73
H 6.9433 0.9464 1.7245 -0.15 0.43 0.62
H 6.2205 0.2578 -0.3566 -0.25 -0.61 -0.27
H 4.5387 2.5362 0.6949 -0.51 -0.17 -0.30
H 4.8418 2.2057 -1.0786 -0.57 -0.27 0.13
H 6.1089 2.5674 -0.0014 0.11 -0.04 0.04
H 4.1323 -0.9773 0.7800 0.29 0.07 0.10
H 3.9043 -0.5278 -0.6997 -0.06 0.88 0.10